1.
DFT (ωB97M-V with the def2-TZVPD basis set) results for a structure of composition C29H42KN6O3PS.

```
83
Properties=species:S:1:pos:R:3:mulliken_charge:R:1
K 0.369 1.357 0.008 1.156
N -0.442 1.566 -2.840 -0.112
C -1.788 1.391 -3.337 -0.723
C -2.785 1.614 -2.202 -0.808
N -2.557 0.723 -1.086 0.630
C -3.384 -0.469 -0.983 -0.880
C -2.593 -1.707 -0.584 -0.571
N -2.134 -1.587 0.792 -0.187
H -0.345 2.470 -2.386 0.063
H 0.293 1.442 -3.522 0.237
H -1.899 0.362 -3.705 0.333
H -2.063 2.062 -4.171 0.349
H -3.804 1.508 -2.607 0.393
H -2.688 2.640 -1.838 0.273
H -2.492 1.244 -0.220 -0.165
H -3.834 -0.636 -1.968 0.531
H -4.213 -0.340 -0.270 0.210
H -1.779 -1.843 -1.310 0.259
H -3.251 -2.582 -0.647 0.448
H -1.538 -0.766 0.862 -0.325
H -1.443 -2.310 1.001 0.295
N 3.738 -1.105 -1.633 -0.124
P 3.147 -0.089 -0.274 0.099
C 3.551 -0.881 1.209 0.256
C 4.895 -1.247 1.499 -0.511
C 5.260 -2.168 2.436 -0.906
C 4.200 -2.875 3.129 -0.311
C 2.907 -2.594 2.912 -0.904
C 2.396 -1.553 1.951 0.506
C 4.421 1.216 -0.472 0.152
C 4.946 1.579 -1.719 -0.435
C 5.771 2.685 -1.857 -0.496
C 6.098 3.466 -0.755 -0.395
C 5.589 3.119 0.489 -0.574
C 4.765 2.011 0.625 -0.601
C 2.884 -1.626 -2.556 0.335
C 3.032 -2.952 -3.026 -0.816
C 2.156 -3.433 -3.966 -0.322
C 1.133 -2.611 -4.436 -0.908
C 1.071 -1.328 -3.921 0.162
N 1.919 -0.824 -3.033 0.020
H 4.420 -1.766 -1.279 0.307
H 5.678 -0.751 0.922 0.247
H 6.302 -2.402 2.627 0.339
H 4.458 -3.667 3.830 0.294
H 2.135 -3.160 3.426 0.284
H 1.840 -0.811 2.545 -0.071
H 4.696 0.979 -2.584 0.269
H 6.160 2.940 -2.837 0.359
H 6.742 4.331 -0.863 0.343
H 5.838 3.709 1.364 0.346
H 4.387 1.727 1.601 0.365
H 3.808 -3.578 -2.606 0.308
H 2.250 -4.455 -4.318 0.362
H 0.402 -2.952 -5.158 0.369
H 0.283 -0.654 -4.245 0.072
O -0.841 1.049 2.544 -0.342
C -1.692 1.357 3.348 -0.084
C -2.756 2.398 3.103 0.075
C -4.140 1.712 3.219 -1.047
C -4.167 0.217 2.846 0.522
C -3.747 -0.775 3.944 -0.944
C -2.255 -0.750 4.279 -0.374
N -1.842 0.640 4.543 -0.250
H -2.584 2.826 2.114 -0.297
H -2.669 3.208 3.832 0.433
H -4.828 2.248 2.562 0.470
H -4.542 1.832 4.233 0.331
H -3.544 0.022 1.972 -0.604
H -5.188 -0.037 2.546 0.556
H -4.024 -1.786 3.635 0.441
H -4.318 -0.557 4.859 0.339
H -1.653 -1.117 3.447 0.080
H -2.037 -1.372 5.150 0.346
H -2.539 1.083 5.130 0.340
S 1.130 -2.312 0.842 -0.538
C -0.070 5.612 1.065 -0.686
O -1.242 4.811 1.117 -0.151
C -1.360 3.770 0.157 -0.407
O -0.389 3.692 -0.604 -0.736
H -0.240 6.465 1.723 0.230
H 0.128 5.954 0.047 0.257
H 0.809 5.059 1.407 0.214
```

LUMO energy = 4.010 eV
Gap between HOMO and LUMO = 3.645 eV
Spin multiplicity = 1
E_HOMO = 0.37 eV
Net charge = -2

=====

2.
DFT (ωB97M-V with the def2-TZVPD basis set) results for a structure of composition C29H42N2NaO10P2 in a non-equilibrium geometry.

```
86
Properties=species:S:1:pos:R:3:mulliken_charge:R:1
Na 0.430 1.167 0.538 0.206
C -1.390 0.572 4.435 -1.409
C 0.076 0.587 4.146 -0.364
N 0.620 0.378 2.970 0.140
C 1.986 0.527 3.140 0.612
C 2.258 0.828 4.452 -0.185
N 1.039 0.848 5.067 0.121
C 3.452 1.095 5.314 0.498
O 4.623 1.118 4.753 -0.558
O 3.273 1.285 6.502 -0.681
C 2.913 0.289 1.958 0.688
O 4.155 0.390 2.160 -1.010
O 2.367 -0.001 0.860 -0.128
H -1.917 0.442 3.487 0.184
H -1.718 1.517 4.882 0.296
H -1.657 -0.250 5.109 0.398
H 0.933 1.084 6.041 0.264
H 4.549 0.964 3.730 0.445
C -2.169 1.127 -3.212 -1.035
C -0.909 0.793 -3.978 0.486
C -1.159 0.314 -5.386 -1.396
O -0.227 -0.315 -3.260 0.495
P 0.922 0.022 -2.220 -0.145
O 0.734 1.297 -1.507 -0.904
C 0.910 -1.504 -1.262 -1.055
P -0.593 -1.689 -0.275 0.265
O -0.918 -0.495 0.524 -0.836
O -1.762 -2.031 -1.289 -0.042
C -1.913 -3.321 -1.937 1.057
C -2.301 -3.057 -3.373 -1.169
C -2.944 -4.141 -1.191 -1.604
O -0.458 -3.094 0.433 -0.030
C 0.722 -3.685 1.053 0.826
C 1.057 -2.995 2.351 -0.668
C 0.387 -5.145 1.212 -1.638
O 2.256 0.052 -3.070 -0.340
C 2.659 -1.038 -3.938 1.075
C 3.097 -0.417 -5.240 -1.563
C 3.761 -1.823 -3.254 -1.300
H -2.696 1.952 -3.704 0.486
H -1.939 1.439 -2.189 0.094
H -2.831 0.251 -3.177 0.098
H -0.264 1.669 -4.000 0.438
H -1.857 -0.532 -5.385 0.255
H -0.228 -0.003 -5.868 0.248
H -1.600 1.121 -5.980 0.414
H 1.758 -1.423 -0.557 0.785
H 1.013 -2.356 -1.939 0.799
H -0.951 -3.842 -1.914 0.166
H -3.282 -2.566 -3.412 0.305
H -2.360 -4.003 -3.923 0.463
H -1.567 -2.406 -3.855 0.011
H -3.896 -3.596 -1.173 0.344
H -2.627 -4.327 -0.162 0.310
H -3.097 -5.102 -1.696 0.384
H 1.556 -3.587 0.354 0.125
H 0.219 -3.087 3.054 0.266
H 1.249 -1.932 2.194 -0.246
H 1.949 -3.450 2.793 0.456
H -0.465 -5.258 1.893 0.326
H 1.245 -5.677 1.634 0.424
H 0.129 -5.601 0.249 0.379
H 1.797 -1.680 -4.125 0.167
H 3.947 0.252 -5.063 0.342
H 2.285 0.168 -5.684 0.324
H 3.400 -1.195 -5.947 0.394
H 4.599 -1.157 -3.021 0.330
H 4.115 -2.623 -3.910 0.400
H 3.421 -2.269 -2.313 0.229
C -2.054 5.202 4.476 -0.488
C -0.937 4.322 4.464 -0.520
C -0.514 3.778 3.278 -0.290
C -1.146 4.063 2.023 1.131
C -0.640 3.455 0.807 -1.079
C -1.282 3.899 -0.340 -0.081
C -2.368 4.822 -0.348 -0.836
C -2.856 5.346 0.820 -0.869
C -2.241 4.981 2.054 0.904
C -2.679 5.524 3.302 -0.757
H -2.393 5.636 5.411 0.364
H -0.414 4.096 5.391 0.447
H 0.354 3.127 3.246 0.242
H -0.959 3.511 -1.315 0.365
H -2.830 5.106 -1.292 0.347
H -3.691 6.040 0.823 0.297
H -3.516 6.219 3.302 0.313
```

LUMO energy = 1.871 eV
Relative energy (zero: lowest compared OMol25 entry of this formula, charge and spin) = 10.5 kcal per mole
Gap between HOMO and LUMO = 5.349 eV
Spin multiplicity = 1
E_HOMO = -3.48 eV
Net charge = -1

=====

- Look up the LUMO energy of the first one.
  4.010 eV

=====

- What is the E_HOMO in the second record?
  -3.48 eV